Computed, not measured: a cluster of 4 separate species, H8O4 in total in a non-equilibrium geometry, with ωB97M-V/def2-TZVPD.

Calculated values
**M**: 72.060 g mol⁻¹
**Net charge**: -1
**2S+1**: 2
**Energy relative to the best compared isomer or geometry (same formula, charge and spin)**: 20.9 kcal per mole

Each line ends with the Löwdin spin population.
Positions of all 12 atoms, in Å:
O (-1.03, -1.59, 4.29)  0.382
H (-1.75, -2.01, 3.75)  0.156
H (-1.45, -1.60, 5.16)  0.132
H (2.38, 2.26, 2.45)  0.012
O (2.81, 3.11, 2.62)  0.035
H (3.52, 3.05, 1.98)  0.004
O (-0.42, -2.67, -11.78)  0.000
H (-1.15, -2.85, -11.15)  0.000
H (0.24, -2.40, -11.12)  0.000
O (-1.22, 1.38, 4.87)  0.178
H (-0.81, 0.49, 4.89)  0.042
H (-1.96, 1.23, 4.25)  0.058